Record 1
Computed, not measured: a cluster of 11 separate species, C19H20Cl40O2P in total, with the ωB97M-V functional and the def2-TZVPD basis.

## Properties
Orbital gap   4.5 eV
Energy   -19635.2176 Eh
HOMO   -0.123 Ha
Largest force on an atom   1.45 eV/A
Net charge   -1

```
82
C19H20Cl40O2P, DFT the ωB97M-V functional and the def2-TZVPD basis
C 0.494 0.524 -4.350
C -0.199 0.273 -3.218
C -0.174 -1.041 -2.512
O 0.075 -2.100 -3.065
O -0.523 -0.901 -1.207
C 0.090 -1.795 -0.250
C 0.668 -0.977 0.894
C -0.379 -0.499 1.917
C -0.092 0.877 2.546
C 1.368 1.105 2.957
C 1.759 0.441 4.286
P 3.594 -0.115 4.380
H 1.389 -0.040 -4.616
H 0.189 1.342 -5.002
H -0.813 1.046 -2.771
H 0.874 -2.396 -0.722
H -0.664 -2.511 0.104
H 1.196 -0.119 0.462
H 1.396 -1.619 1.404
H -0.441 -1.245 2.721
H -1.384 -0.478 1.462
H -0.396 1.656 1.825
H -0.739 1.017 3.424
H 2.073 0.807 2.171
H 1.508 2.190 3.074
H 1.634 1.178 5.094
H 1.118 -0.417 4.535
H 3.681 -0.229 2.894
H 4.019 1.322 4.350
H 3.540 -0.038 5.873
H 3.194 -1.564 4.451
H 4.975 -0.529 4.457
C 7.160 -1.223 1.744
Cl 8.644 -1.458 0.791
Cl 7.481 -1.580 3.436
Cl 6.625 0.450 1.596
Cl 5.903 -2.303 1.139
C -4.467 -0.906 6.848
Cl -5.231 -2.486 7.079
Cl -4.990 0.186 8.138
Cl -2.718 -1.083 6.886
Cl -4.957 -0.246 5.284
C 6.914 1.699 6.893
Cl 7.098 0.748 5.428
Cl 6.133 0.726 8.142
Cl 8.516 2.216 7.485
Cl 5.936 3.131 6.566
C -2.595 3.761 -3.904
Cl -1.077 3.849 -4.802
Cl -2.287 3.125 -2.285
Cl -3.325 5.366 -3.798
Cl -3.699 2.664 -4.746
C -4.487 -5.010 2.099
Cl -4.640 -3.777 0.838
Cl -2.809 -5.524 2.238
Cl -5.031 -4.336 3.638
Cl -5.487 -6.405 1.669
C 0.802 4.516 -8.787
Cl 1.530 3.670 -10.154
Cl 1.883 5.807 -8.247
Cl -0.747 5.213 -9.278
Cl 0.527 3.392 -7.460
C -0.619 -0.306 -9.081
Cl -0.021 -0.382 -7.423
Cl -1.767 -1.622 -9.349
Cl -1.433 1.239 -9.363
Cl 0.736 -0.470 -10.205
C -4.687 1.117 0.308
Cl -4.597 -0.644 0.308
Cl -5.444 1.674 -1.193
Cl -5.668 1.617 1.690
Cl -3.081 1.838 0.442
C -5.226 -10.094 -0.042
Cl -5.682 -11.782 -0.300
Cl -4.518 -9.441 -1.520
Cl -6.665 -9.157 0.381
Cl -4.053 -9.991 1.271
C 0.733 7.774 -3.706
Cl 0.890 7.192 -5.369
Cl 0.315 6.438 -2.636
Cl 2.268 8.480 -3.190
Cl -0.534 9.007 -3.636
```

=====

Record 2
Computed, not measured: an isolated molecule of C19H20ClNO3S, with the ωB97M-V functional and the def2-TZVPD basis.

## Properties
Relative energy (zero: lowest compared OMol25 entry of this formula, charge and spin)   113.6 kcal per mole
Orbital gap   9.0 eV
Energy   -1874.7472 Eh
HOMO   -0.310 Ha
Largest force on an atom   3.81 eV/A
Net charge   0
SMILES string   O=C(O)CCc1ccc(OCc2cccc(SCC3CC3)n2)c(Cl)c1

```
45
C19H20ClNO3S, DFT the ωB97M-V functional and the def2-TZVPD basis
O -4.240 3.407 -3.432
Cl -1.098 1.294 4.128
N 1.307 -0.911 0.855
O -4.124 4.937 -1.851
O -1.239 -1.534 2.647
S 3.039 0.747 -0.682
C -3.960 3.709 -2.306
C 2.518 -0.282 0.744
C 0.984 -1.732 1.843
C 3.496 -0.500 1.771
C 1.873 -1.840 2.902
C 3.123 -1.223 2.942
C -2.490 -0.743 0.750
C -3.249 0.259 0.222
C -2.339 1.804 1.909
C -1.697 0.779 2.512
C -1.838 -0.516 1.939
C -3.147 1.594 0.723
C -0.357 -2.362 1.849
C 2.719 -0.406 -2.077
C -3.298 2.724 -1.377
C -3.884 2.724 0.045
C 3.723 -2.488 -3.266
C 4.195 -2.774 -1.837
C 3.975 -1.299 -2.287
H -4.717 5.278 -2.504
H 4.478 -0.042 1.613
H 1.440 -2.094 3.785
H 3.941 -1.352 3.693
H -2.527 -1.730 0.309
H -4.043 -0.144 -0.407
H -2.338 2.801 2.340
H -0.467 -2.462 0.697
H -0.293 -3.374 2.233
H 1.830 -0.981 -1.912
H 2.586 0.230 -2.994
H -2.144 2.713 -1.406
H -3.564 1.685 -1.705
H -3.799 3.744 0.529
H -4.936 2.381 0.022
H 4.387 -2.761 -4.133
H 2.622 -2.617 -3.418
H 3.524 -3.029 -1.095
H 5.226 -2.984 -1.717
H 4.802 -0.632 -2.596
```

=====

Record 3
Computed, not measured: a structure of composition C19H20CrN4S2, with the ωB97M-V functional and the def2-TZVPD basis.

## Properties
Relative energy (zero: lowest compared OMol25 entry of this formula, charge and spin)   11.7 kcal per mole
Orbital gap (alpha / beta)   6.6 / 7.0 eV
Energy   -2795.9766 Eh
<S²>   3.83
2S+1   4
HOMO (alpha / beta)   -0.166 / -0.166 Ha
Largest force on an atom   0.42 eV/A
Net charge   -1

```
46
C19H20CrN4S2, DFT the ωB97M-V functional and the def2-TZVPD basis
Cr 0.047 0.079 0.388
C -2.378 -1.554 1.685
N -1.525 -1.531 0.489
C -0.913 -2.866 0.340
C -2.336 -1.247 -0.714
C -1.421 -0.966 -1.880
C -1.860 -1.160 -3.188
C -1.014 -0.862 -4.245
C 0.257 -0.355 -3.987
C 0.672 -0.146 -2.679
C -0.146 -0.466 -1.589
H -3.130 -2.347 1.588
H -2.867 -0.593 1.815
H -1.761 -1.742 2.561
H -1.707 -3.619 0.252
H -0.302 -3.079 1.212
H -0.290 -2.892 -0.549
H -2.966 -0.380 -0.493
H -3.010 -2.090 -0.919
H -2.856 -1.547 -3.380
H -1.344 -1.019 -5.265
H 0.917 -0.107 -4.810
H 1.643 0.303 -2.499
S 1.352 -1.056 1.991
C 0.466 -0.170 3.189
S -0.553 1.068 2.555
C 0.575 -0.463 4.533
C -0.188 0.252 5.512
N -0.795 0.814 6.314
C 1.432 -1.513 4.995
N 2.119 -2.360 5.369
C 3.513 0.572 -0.196
C 2.540 1.671 -0.479
C 2.780 2.888 -1.074
C 1.536 3.575 -1.136
C 0.598 2.739 -0.580
C -0.875 2.944 -0.421
N 1.205 1.570 -0.175
H 4.448 0.768 -0.721
H 3.137 -0.399 -0.533
H 3.730 0.472 0.870
H 3.741 3.242 -1.418
H 1.346 4.557 -1.544
H -1.190 3.831 -0.973
H -1.171 3.079 0.622
H -1.452 2.105 -0.836
```

=====

Record 4
Computed, not measured: a cluster of 2 separate species, C19H20F3 in total, with the ωB97M-V functional and the def2-TZVPD basis.

## Properties
Relative energy (zero: lowest compared OMol25 entry of this formula, charge and spin)   0.0 kcal per mole
Orbital gap   5.0 eV
Energy   -1035.2766 Eh
HOMO   -0.424 Ha
Largest force on an atom   1.30 eV/A
Net charge   +1

```
42
C19H20F3, DFT the ωB97M-V functional and the def2-TZVPD basis
C -3.742 -0.568 1.296
C -2.308 -0.524 1.806
C -1.283 -0.413 0.677
C 0.135 -0.401 1.160
C 0.809 -1.696 1.430
C 0.764 0.740 1.387
H -4.476 -0.626 2.105
H -3.980 0.318 0.706
H -3.905 -1.434 0.651
H -2.175 0.313 2.504
H -2.089 -1.419 2.402
H -1.420 -1.241 -0.027
H -1.474 0.491 0.088
H 0.163 -2.538 1.184
H 1.718 -1.795 0.837
H 1.083 -1.782 2.481
H 1.775 0.754 1.743
H 0.283 1.681 1.212
F 7.497 5.187 6.012
C 6.767 4.525 5.082
C 7.156 4.558 3.753
C 6.412 3.895 2.792
F 6.796 3.937 1.493
C 5.289 3.194 3.164
C 4.863 3.124 4.508
C 3.699 2.362 4.778
C 3.025 1.991 5.969
C 1.885 1.168 5.835
C 1.170 0.750 6.929
C 1.555 1.134 8.198
C 2.671 1.938 8.373
F 3.041 2.317 9.621
C 3.396 2.354 7.279
C 5.640 3.825 5.452
H 8.037 5.103 3.464
H 4.736 2.687 2.394
H 3.242 1.969 3.885
H 1.577 0.857 4.852
H 0.305 0.118 6.802
H 1.001 0.819 9.066
H 4.258 2.954 7.476
H 5.371 3.868 6.485
```

=====

Record 5
Computed, not measured: a structure of composition C19H20FIrN4, with the ωB97M-V functional and the def2-TZVPD basis.

## Properties
Orbital gap   8.6 eV
Energy   -1158.7636 Eh
HOMO   -0.583 Ha
Largest force on an atom   2.83 eV/A
Net charge   +2

```
45
C19H20FIrN4, DFT the ωB97M-V functional and the def2-TZVPD basis
Ir -0.153 -0.841 -0.716
C 0.958 1.961 -1.144
C 2.154 1.588 -0.274
C 2.743 0.213 -0.498
C 4.113 0.027 -0.376
C 4.666 -1.229 -0.538
C 3.834 -2.295 -0.852
C 2.487 -2.054 -0.980
N 1.942 -0.825 -0.796
N -0.308 1.320 -0.705
C -1.422 1.606 -1.645
C -2.550 0.615 -1.430
C -3.844 0.849 -1.844
C -4.803 -0.137 -1.644
C -4.446 -1.321 -1.016
C -3.132 -1.502 -0.633
N -2.209 -0.551 -0.842
C -0.709 1.720 0.670
C -0.307 0.700 1.687
C -0.227 0.962 3.042
C 0.084 -0.070 3.913
C 0.315 -1.342 3.406
C 0.232 -1.549 2.047
N -0.079 -0.533 1.217
H 0.839 3.049 -1.143
H 1.136 1.653 -2.175
H 2.936 2.323 -0.464
H 1.909 1.687 0.786
H 4.739 0.882 -0.159
H 5.733 -1.373 -0.428
H 4.218 -3.295 -0.994
H 1.802 -2.853 -1.234
H -1.783 2.631 -1.518
H -1.049 1.524 -2.668
H -4.098 1.785 -2.323
H -5.819 0.020 -1.980
H -5.168 -2.103 -0.833
H -2.783 -2.409 -0.159
H -0.309 2.704 0.922
H -1.797 1.806 0.707
H -0.414 1.964 3.403
H 0.147 0.118 4.976
H 0.558 -2.172 4.053
H 0.387 -2.514 1.588
F -0.524 -2.737 -0.408
```